C6H7NO | wB97M-V/def2-TZVPD

Structure (XYZ):
```
15
Properties=species:S:1:pos:R:3:mulliken_charge:R:1
C 1.888 0.307 -0.030 -1.51
C 0.420 0.135 -0.099 0.74
C -1.508 -0.015 0.609 -0.28
C -1.463 -1.000 -0.526 -0.63
C -0.164 -0.891 -0.974 -0.45
C -0.784 1.133 -0.183 0.60
H 2.116 1.208 0.596 0.33
H 2.415 -0.611 0.292 0.36
H 2.327 0.476 -1.043 0.35
H 0.007 0.362 1.973 0.30
H -2.321 0.027 1.260 0.55
H -2.333 -1.561 -0.861 0.39
H 0.481 -1.501 -1.674 0.35
N -0.152 -0.353 1.165 -0.51
O -0.928 2.284 -0.506 -0.58
```

Computed properties:
- Charge: 0
- ΔE to the lowest compared entry with this formula, charge and spin: 253.2 kJ/mol
- E_tot: -362.7171 Ha
- SMILES: C[C@@]12C=C[C@@H](N1)C2=O
- E_HOMO: -9.56 eV
- E_LUMO: 1.0 eV